{
  "formula": "C3H10NO2",
  "method": "wB97M-V/def2-TZVPD",
  "symbols": ["O", "O", "N", "C", "C", "C", "H", "H", "H", "H", "H", "H", "H", "H", "H", "H"],
  "coordinates": [[-0.5337, 0.6010, -0.7658], [-0.0984, 0.5051, 1.6692], [0.2914, -1.4435, -0.1305], [1.7770, 0.4450, -0.4606], [0.4201, -0.1542, -0.3506], [-1.9045, 0.2008, -0.7095], [-0.6123, -1.8926, -0.1060], [1.7042, 1.5285, -0.4880], [-0.0810, 0.1132, 2.5526], [-2.4815, 1.1128, -0.8601], [2.2305, 0.1188, -1.3958], [2.4263, 0.1377, 0.3541], [1.0897, -1.9973, 0.1395], [-2.1395, -0.5082, -1.5039], [0.0530, 1.4477, 1.7854], [-2.1412, -0.2149, 0.2700]],
  "atomic_forces_ev_per_a": [[0.18, 0.17, -0.18], [-0.08, 0.15, 1.03], [-0.35, 0.04, -0.09], [0.09, 0.12, 0.09], [0.57, -0.51, -0.99], [-0.66, -0.13, 0.00], [0.04, 0.02, -0.02], [-0.04, -0.02, 0.05], [0.06, 0.14, -0.04], [0.12, -0.16, 0.00], [-0.05, -0.07, -0.10], [-0.05, -0.06, 0.08], [0.00, 0.10, -0.03], [0.14, 0.00, -0.01], [-0.07, 0.16, 0.21], [0.08, 0.04, 0.00]],
  "nbo_charge": [-0.4304, -0.9522, -0.7468, -0.6972, 0.7931, -0.2883, 0.4278, 0.2637, 0.5062, 0.2406, 0.2725, 0.2560, 0.4355, 0.2103, 0.5016, 0.2077],
  "homo_lumo_gap_ev": 13.096,
  "energy_ev": -8851.7348,
  "charge": 1
}

{
  "formula": "C2H9N2O2S",
  "method": "wB97M-V/def2-TZVPD",
  "symbols": ["S", "O", "O", "N", "N", "C", "C", "H", "H", "H", "H", "H", "H", "H", "H", "H"],
  "coordinates": [[2.0052, 0.4028, 0.2487], [3.0717, -0.8287, 0.3510], [1.2756, 0.4667, 1.5064], [-1.3860, -0.0749, -1.3853], [1.0996, -0.0184, -0.9560], [-2.0260, -0.3292, -0.3157], [-1.6392, -0.0910, 1.0397], [-1.8299, -0.1515, -2.2519], [-0.3235, 0.2600, -1.2786], [-3.1051, -0.6948, -0.4169], [3.2258, -1.0871, 1.2775], [1.3563, 0.3920, -1.8902], [-1.7637, 1.0467, 1.1929], [-0.5211, -0.1530, 1.1319], [2.7589, 1.5075, -0.0142], [-2.1986, -0.6472, 1.7607]],
  "atomic_forces_ev_per_a": [[-1.65, -3.14, -0.08], [-0.67, 1.76, -0.11], [1.61, 0.56, -1.27], [1.60, 1.03, 1.63], [2.15, 1.98, -0.18], [-3.51, -0.78, -0.89], [2.56, 2.33, 0.41], [-0.78, -0.34, -1.50], [-1.62, -0.88, 0.17], [1.52, 0.35, -0.29], [0.01, 0.22, 0.01], [0.46, -0.61, 1.24], [-0.25, -1.55, -0.01], [-1.28, -0.37, 0.33], [0.07, -0.36, 0.20], [-0.22, -0.21, 0.35]],
  "nbo_charge": [2.0390, -0.8513, -0.8881, -0.6230, -1.1907, 0.3079, -0.7447, 0.4182, 0.4398, 0.2170, 0.5306, 0.4187, 0.2918, 0.2880, 0.0798, 0.2670],
  "homo_lumo_gap_ev": 11.249,
  "energy_ev": -20121.0827,
  "charge": 1
}

{
  "formula": "C48H54Cl12N2O4",
  "method": "wB97M-V/def2-TZVPD",
  "symbols": ["Cl", "Cl", "Cl", "Cl", "Cl", "Cl", "Cl", "Cl", "Cl", "Cl", "Cl", "Cl", "O", "O", "O", "O", "N", "N", "C", "C", "C", "C", "C", "C", "C", "C", "C", "C", "C", "C", "C", "C", "C", "C", "C", "C", "C", "C", "C", "C", "C", "C", "C", "C", "C", "C", "C", "C", "C", "C", "C", "C", "C", "C", "C", "C", "C", "C", "C", "C", "C", "C", "C", "C", "C", "C", "H", "H", "H", "H", "H", "H", "H", "H", "H", "H", "H", "H", "H", "H", "H", "H", "H", "H", "H", "H", "H", "H", "H", "H", "H", "H", "H", "H", "H", "H", "H", "H", "H", "H", "H", "H", "H", "H", "H", "H", "H", "H", "H", "H", "H", "H", "H", "H", "H", "H", "H", "H", "H", "H"],
  "coordinates": [[1.2163, -3.3500, 8.5316], [-6.9567, 3.9076, -3.7027], [-8.7556, -2.5277, -1.7820], [-5.3924, -3.0166, -4.3008], [-7.1807, 6.2242, -5.8847], [-2.5234, -9.5746, 10.1026], [-8.4354, 1.0674, 8.4268], [-4.4712, -6.8519, 9.6456], [1.6425, -4.9943, 12.4338], [3.2601, 6.4760, 3.6146], [-10.7816, 0.4588, 10.7225], [0.5543, 9.5806, 2.5432], [6.5764, -4.8788, -5.4239], [1.7090, -7.3068, -5.1361], [10.2197, 0.8964, -7.9504], [9.2542, 2.6881, -2.8555], [-1.4015, 2.0466, 0.7432], [-6.4450, 9.1379, 4.6437], [-1.4996, 1.4810, 1.7925], [13.3116, 3.0448, -5.9384], [7.0107, 2.0080, -4.4916], [-1.7059, 0.7464, 3.0334], [5.9435, 1.6860, -5.4316], [2.9199, -4.8752, -1.7402], [-3.4353, -0.8343, 3.9997], [5.1987, -7.2280, -8.5973], [-10.0057, 0.2019, 8.2326], [4.8550, -6.0585, -6.4699], [2.6433, 7.7505, 2.6155], [8.5710, 1.7337, -6.3510], [2.7840, -6.6737, -5.1852], [10.7671, 2.5477, -4.6823], [-6.3195, 4.6968, -5.9950], [2.4326, -5.6382, -2.8776], [9.4651, 2.4460, -4.0435], [9.9690, 1.5160, -6.8865], [-6.2579, -2.2938, -2.8891], [-7.7559, -2.3889, -3.2395], [-7.5579, 9.3307, 4.3322], [-3.7918, -9.4133, 8.8640], [11.0269, 2.1280, -5.9995], [4.0679, -4.0965, -1.8233], [-8.6495, 7.1589, 2.6918], [3.2670, -5.8542, -4.0065], [-5.6665, 4.4346, -4.7037], [6.1920, 1.3279, -6.7062], [3.5206, -6.5975, -6.4462], [11.7665, 3.2537, -4.0071], [12.9822, 3.5318, -4.6928], [3.8171, -7.5014, -8.7043], [-10.9846, 0.9341, 9.0159], [2.9855, -7.1995, -7.5833], [4.8821, -4.3184, -2.9822], [1.3945, -4.6292, 9.8089], [5.6953, -6.5064, -7.5127], [5.4289, -5.2668, -5.2755], [8.3249, 2.0618, -4.9642], [1.6600, 8.5211, 3.4356], [-3.1993, 0.3954, 3.1604], [4.5137, -5.1538, -4.0511], [-8.8974, 9.5165, 3.7811], [7.4872, 1.4723, -7.1645], [12.2660, 2.3503, -6.5879], [-9.5229, 8.1336, 3.5639], [-4.0619, -7.9449, 8.3442], [1.2070, -3.9393, 11.2073], [0.5687, -5.3402, 9.7839], [-8.1142, -1.4668, -3.6972], [2.2496, -4.7948, -0.8972], [-8.8979, 7.4080, 1.6601], [-7.9771, -3.1854, -3.9500], [6.6642, -6.0410, -7.6185], [4.9949, 1.5668, -4.9292], [-3.1373, -7.5485, 7.9246], [-4.3686, -1.3326, 3.7374], [-3.5656, 0.1320, 2.1682], [-3.5001, -9.8566, 7.9119], [-8.7260, 9.9575, 2.7992], [14.2333, 3.3482, -6.4126], [-4.8909, -7.8825, 7.6392], [-6.0366, -2.8369, -1.9703], [1.0590, 7.9202, 4.1181], [5.8320, -7.4351, -9.4473], [-10.2480, 0.2377, 7.1705], [-10.4688, 8.2263, 3.0302], [13.7511, 4.1433, -4.2442], [2.3690, -5.0888, 9.6440], [0.1795, -3.6259, 11.3925], [-5.9378, -1.2618, -2.7458], [3.4823, 8.3782, 2.3153], [-3.7515, 1.2886, 3.4523], [-1.4702, 1.3952, 3.8770], [-9.7618, 7.7839, 4.5682], [-3.3535, -0.5477, 5.0481], [5.8322, -3.8062, -3.0195], [-9.4953, 10.1958, 4.3886], [-4.9758, 5.1170, -4.2084], [7.6511, 1.3009, -8.2181], [-11.9980, 0.6272, 8.7569], [5.3052, 1.0288, -7.2451], [-2.6228, -1.5220, 3.7649], [1.4421, -6.0664, -2.8340], [-1.0455, -0.1200, 3.0682], [12.5203, 2.0320, -7.5881], [-9.8527, -0.8450, 8.4947], [2.3224, 9.1978, 3.9753], [1.9251, -7.4001, -7.6242], [11.7673, 3.5512, -2.9689], [-5.5884, 4.7842, -6.7987], [2.2143, 7.3819, 1.6837], [6.7498, 2.1683, -3.4559], [1.7818, -3.0194, 11.3146], [-7.5763, 7.2461, 2.8612], [3.4591, -7.9702, -9.6090], [-7.1132, 4.0031, -6.2722], [-4.7504, -9.6753, 9.3118], [4.3768, -3.4703, -0.9994], [-4.9856, 3.6437, -5.0181], [-8.8750, 6.0971, 2.7909], [-10.7807, 1.9986, 8.8999]],
  "atomic_forces_ev_per_a": [[-0.14, -0.58, 0.31], [-0.63, -0.74, 1.96], [-0.12, -0.26, 0.31], [0.20, 0.31, 0.52], [-0.59, 1.25, -0.33], [-0.23, 0.18, -0.51], [0.21, -0.38, -0.20], [-0.33, 0.57, 0.78], [0.79, -1.94, 2.10], [0.52, -0.98, 0.43], [-0.13, 0.30, 0.46], [-0.06, -0.04, -0.44], [-1.18, 0.35, 1.26], [2.19, 1.10, 0.34], [-0.75, 1.88, 3.01], [0.50, -0.22, -1.44], [-0.39, -2.44, 4.60], [-2.69, 0.46, -0.55], [0.66, 2.54, -4.70], [-2.40, -0.02, 0.12], [-0.57, -0.22, -2.19], [-0.49, 0.54, 0.36], [1.54, 0.01, 4.09], [-1.17, -0.08, -2.00], [0.49, 0.26, 0.35], [-1.34, 0.38, 0.07], [1.55, -0.49, -1.52], [-0.73, -1.75, 0.38], [-0.34, 0.36, -1.61], [-0.30, -0.01, 0.79], [-2.98, 0.10, 0.55], [1.40, 0.98, 0.23], [0.07, 1.62, -1.47], [2.00, 0.39, 0.62], [-2.00, -0.52, 1.00], [0.12, -0.76, -1.38], [-0.71, -0.28, -0.39], [0.13, 0.81, -0.20], [2.88, -0.18, 0.83], [-0.94, 2.33, -0.90], [0.24, -0.32, -1.04], [0.38, -1.98, -1.61], [-0.52, 0.62, 0.28], [-0.17, 0.82, 0.65], [1.40, -1.60, -0.83], [-0.59, 0.80, 0.09], [1.79, 0.36, -0.41], [1.84, -0.22, -1.20], [0.10, -0.01, 0.85], [0.53, 0.53, 1.78], [-1.03, -0.04, 0.97], [0.92, -0.28, -1.49], [-0.51, 0.31, 0.58], [-0.72, 1.28, 1.05], [-0.71, 1.54, -0.13], [0.16, -1.21, -1.31], [-0.11, -0.34, -0.47], [0.40, 1.04, 0.86], [-0.13, -0.39, -1.28], [0.22, 0.32, 0.27], [0.45, -0.39, -0.83], [0.36, -0.75, -1.29], [1.58, 0.24, -0.08], [0.02, -0.79, 0.02], [1.26, -0.67, 0.71], [-0.12, 1.65, -2.27], [0.26, -0.11, -0.70], [0.29, -0.02, -0.14], [0.03, 0.02, 0.16], [0.41, 0.00, -0.16], [0.10, -0.19, 0.47], [0.34, -0.36, 0.39], [-0.41, 0.09, -0.46], [-0.18, -0.07, -0.30], [-0.07, 0.18, 0.41], [0.04, 0.26, -0.23], [-0.12, -1.01, 0.54], [-0.12, 0.38, -0.03], [0.02, -0.34, -0.13], [0.24, -0.48, -0.09], [0.10, -0.24, -0.33], [0.21, -0.04, -0.23], [0.19, -0.16, 0.09], [0.04, 0.12, -0.02], [-0.10, 0.25, 0.18], [-0.14, 0.08, 0.59], [-0.21, 0.06, 0.33], [-0.13, -0.22, -0.51], [0.01, -0.12, -0.23], [-0.08, 0.05, 0.11], [-0.04, -0.13, 0.22], [0.42, 0.00, -0.01], [0.09, -0.56, -0.11], [-0.30, -0.50, 0.17], [0.11, 0.04, -0.29], [0.00, -0.16, -0.02], [-0.73, 0.74, -0.34], [0.37, -0.23, -0.07], [0.00, 0.36, -0.10], [0.43, -0.07, -0.82], [-0.08, -0.27, 0.18], [0.08, -0.23, -0.06], [-0.11, -0.04, -0.07], [-0.70, -0.32, -0.18], [-0.11, 0.20, 0.22], [-0.58, 0.03, 0.66], [0.01, -0.30, 0.20], [-0.81, 0.07, -0.04], [-0.08, 0.02, -0.06], [-0.09, -0.42, 0.21], [0.27, 0.20, 0.03], [0.26, -0.14, -0.32], [-0.07, 0.24, 0.01], [-0.31, 0.02, 0.09], [0.60, -0.44, 0.26], [0.31, -0.85, -0.23], [0.13, 0.07, -0.13], [-0.05, -0.86, 0.81], [-0.35, 0.13, 0.36], [-0.54, -0.06, 0.18]],
  "mulliken_charge": [-0.2092, -0.1638, -0.2065, -0.2095, -0.1809, -0.1615, -0.1915, -0.1847, -0.1813, -0.1814, -0.1775, -0.1960, -0.6228, -0.6572, -0.6244, -0.6510, -0.4416, -0.4492, 0.2130, -0.6974, -0.5315, -0.3689, -0.4622, -0.4256, -1.1224, -0.4581, -0.4080, 0.3522, -0.3255, 0.2552, 0.6078, 0.3358, -0.5367, -0.5933, 0.5678, 0.4251, -0.3181, -0.4156, 0.2686, -0.3695, 0.2342, -0.6484, -1.0460, 0.2888, -0.2764, -0.6348, 0.2973, -0.7415, -0.2939, -0.4357, -0.4147, -0.6261, -0.3857, -0.4065, -0.4387, 0.3710, 0.3263, -0.4530, -0.4509, 0.1973, -0.3849, -0.3561, -0.3543, -0.4672, -0.5006, -0.4234, 0.2842, 0.2659, 0.3652, 0.2824, 0.3194, 0.3820, 0.3537, 0.3079, 0.3373, 0.3220, 0.2831, 0.2249, 0.3979, 0.3176, 0.2881, 0.3288, 0.3772, 0.2664, 0.2995, 0.3438, 0.3237, 0.2990, 0.2763, 0.2589, 0.3342, 0.2597, 0.3145, 0.2954, 0.4439, 0.3065, 0.3433, 0.3996, 0.2731, 0.3991, 0.3089, 0.4252, 0.3143, 0.4022, 0.3314, 0.2713, 0.4127, 0.4430, 0.2871, 0.2964, 0.4643, 0.3128, 0.3514, 0.3827, 0.3101, 0.3083, 0.3875, 0.2169, 0.3000, 0.3206],
  "homo_lumo_gap_ev": 8.544,
  "smiles": "O=C1c2ccccc2C(=O)c2ccccc21.O=C1c2ccccc2C(=O)c2ccccc21.CCCC#N.CCCC#N.ClCCCl.ClCCCl.ClCCCl.ClCCCl.ClCCCl.ClCCCl",
  "energy_ev": -212088.6182
}

{
  "formula": "C17H17N5O4S2",
  "method": "wB97M-V/def2-TZVPD",
  "symbols": ["S", "S", "O", "O", "O", "O", "N", "N", "N", "N", "N", "C", "C", "C", "C", "C", "C", "C", "C", "C", "C", "C", "C", "C", "C", "C", "C", "C", "H", "H", "H", "H", "H", "H", "H", "H", "H", "H", "H", "H", "H", "H", "H", "H", "H"],
  "coordinates": [[3.1972, 3.0882, -3.3377], [-0.3853, -2.1681, 1.2515], [-2.1008, -0.1691, 2.1361], [4.1663, 4.1342, -3.4984], [3.1278, -1.7577, 1.6569], [2.8993, 2.2345, -4.4501], [2.2739, -0.8669, -0.2729], [-0.2698, -1.1630, -1.2715], [-1.0889, -0.6239, -2.1873], [1.7497, 3.7942, -2.8294], [-2.2782, -1.0628, -0.3984], [-5.6504, -1.8737, 0.8347], [4.6693, 2.4578, -1.1112], [3.0979, 0.2277, -0.5137], [-5.5509, -1.4551, 2.1492], [4.1774, 0.5723, 0.3007], [-4.5612, -1.7418, -0.0079], [-3.2800, -0.7410, 1.7915], [3.6021, 2.1027, -1.9109], [-1.8879, 0.1992, 3.4798], [-0.9735, -1.4199, -0.1949], [2.3236, -1.7506, 0.7516], [4.9528, 1.6782, -0.0007], [1.2220, -2.8049, 0.6583], [-3.3817, -1.1887, 0.4639], [-4.3794, -0.8936, 2.6280], [2.8147, 1.0082, -1.6364], [-2.2757, -0.5683, -1.6745], [1.4756, -0.9604, -0.9176], [-6.5662, -2.3074, 0.4664], [-4.3292, -0.5674, 3.6540], [-3.1443, -0.1772, -2.1607], [-0.8620, 0.5599, 3.5221], [0.9782, 3.5160, -3.4143], [5.2547, 3.3232, -1.3749], [5.7852, 1.9313, 0.6379], [1.9958, 0.7618, -2.2940], [-1.9976, -0.6591, 4.1478], [1.0838, -3.1638, -0.3597], [-4.6125, -2.0786, -1.0324], [-2.5691, 0.9986, 3.7860], [1.4619, -3.6271, 1.3315], [1.8291, 4.7966, -2.7777], [4.3997, -0.0327, 1.1644], [-6.3935, -1.5617, 2.8147]],
  "atomic_forces_ev_per_a": [[-0.60, 0.48, 0.03], [0.43, -0.33, 0.32], [-0.48, -0.02, -0.39], [-0.04, -0.07, 0.39], [0.21, -0.04, 0.30], [-0.17, -0.19, 0.29], [-0.13, -0.02, -0.34], [0.19, -0.36, 0.70], [-0.58, 0.40, -0.97], [0.69, -0.39, -0.19], [0.72, 0.07, -0.27], [-0.10, 0.02, 0.01], [0.16, 0.17, -0.04], [0.26, 0.36, -0.05], [-0.02, -0.04, -0.10], [0.07, -0.06, 0.15], [0.15, 0.05, 0.13], [-0.06, 0.03, -0.20], [0.06, 0.22, -0.35], [0.09, 0.10, 0.29], [0.04, -0.08, -0.08], [-0.30, -0.20, -0.25], [-0.13, 0.03, -0.16], [-0.33, 0.10, 0.05], [-0.35, -0.06, 0.45], [0.22, 0.08, 0.12], [0.00, -0.26, 0.18], [0.04, 0.07, -0.07], [0.19, -0.10, 0.25], [-0.09, -0.04, -0.03], [0.04, 0.05, 0.09], [-0.26, 0.11, -0.05], [-0.07, -0.02, 0.04], [-0.09, -0.15, -0.18], [0.12, 0.09, 0.03], [0.07, 0.02, 0.04], [-0.17, -0.13, -0.06], [-0.01, 0.02, -0.01], [0.06, -0.09, 0.00], [0.03, -0.06, -0.09], [0.02, -0.05, -0.02], [0.04, 0.08, -0.08], [0.15, 0.21, 0.02], [-0.01, 0.00, 0.00], [-0.07, -0.01, 0.07]],
  "nbo_charge": [2.2986, 0.3147, -0.4955, -0.9407, -0.6073, -0.9338, -0.6357, -0.3734, -0.2595, -1.0765, -0.3915, -0.2305, -0.2176, 0.1523, -0.1785, -0.2218, -0.2107, 0.2895, -0.3240, -0.2550, 0.1968, 0.6694, -0.1903, -0.6109, 0.1416, -0.2807, -0.1772, 0.1509, 0.4446, 0.2229, 0.2265, 0.2139, 0.2151, 0.4022, 0.2422, 0.2190, 0.2317, 0.1840, 0.2502, 0.2261, 0.1822, 0.2576, 0.4021, 0.2560, 0.2211],
  "homo_lumo_gap_ev": 8.922,
  "smiles": "COc1ccccc1-n1cnnc1SCC(=O)Nc1cccc(S(N)(=O)=O)c1",
  "energy_ev": -55215.5764
}

Number 1 is which compound? C3H10NO2